[1]
Entry from the OMol25 dataset: C42H52N7O3PPdS2 as an isolated structure at a distorted geometry (ωB97M-V/def2-TZVPD).

E_LUMO (spin up / spin down) (eV): 0.121 / -2.604
Kohn-Sham gap (spin up / spin down) (eV): 6.4515 / 4.6264
Max |F| (eV Å⁻¹): 1.7
Spin multiplicity: 5
Calculated total energy (hartree): -3506.12292

Last column: Mulliken spin population.
Geometry (Å):
H 1.253954 1.525420 -1.794424  -0.005
H 3.711409 0.094769 1.188451  0.000
H -4.841300 -0.305148 -1.773646  0.006
N 2.118935 1.349486 0.592598  0.073
H -4.212052 -2.374761 1.939444  0.000
P -2.571620 -2.294574 -0.704425  -0.002
C -3.434917 3.020853 1.412146  0.132
H -0.874402 -3.896531 2.215773  0.001
H -1.050383 1.549390 -4.303563  -0.001
C 3.992747 2.193136 1.637595  0.003
H -2.715050 1.829496 5.065990  0.003
H -3.547008 -5.185838 -0.171504  0.000
O 1.054422 5.486697 0.504166  0.000
H -0.728041 -3.901135 -2.836423  0.008
C -1.474074 -3.129325 1.719240  0.030
C -0.344098 0.010867 3.349475  0.080
C 0.562876 -1.128598 -5.589278  0.014
S 0.025646 4.485176 0.335043  0.001
C -1.288587 0.551386 5.952387  0.254
H -0.835184 -2.270441 1.527993  -0.033
H 4.965719 -2.811843 -1.460321  -0.001
C -2.600237 2.399406 0.520179  0.017
H -2.970646 -0.819990 -3.109213  -0.003
C 1.449352 -1.251074 -0.840539  0.324
H 4.966766 2.237529 2.095051  0.000
N -3.117034 2.513166 2.631455  0.029
C -2.753513 5.319421 3.149110  0.000
H -5.323510 -3.549688 -0.073835  0.001
H -6.323075 -2.101578 -0.014107  -0.002
H -0.053319 -3.714343 -0.582178  -0.002
C 1.345043 -1.439525 -4.487473  -0.009
C 1.805358 2.636607 0.629550  -0.001
C -1.276481 3.683909 4.102429  0.005
C 3.977614 -2.402934 -1.289845  -0.019
C -4.177610 -1.433428 1.393798  -0.014
C 0.419607 0.393727 -3.268754  -0.032
H -2.261596 -2.832949 2.409054  0.001
H 1.096406 -1.246233 4.336377  0.005
C -0.909891 4.467584 1.857228  0.002
H -2.723810 4.111141 6.192062  0.000
H -1.220758 -2.774867 -4.094492  0.001
H 0.309097 3.003024 2.841398  0.004
H -2.624182 -5.576347 1.273804  0.000
H 1.668292 -2.031507 1.146922  0.003
H -2.817234 -5.062415 -2.246560  0.000
C -0.821323 -4.420677 -0.262489  0.017
H -4.379086 -4.246262 -2.374246  0.000
H -0.252584 2.008294 -2.208639  -0.009
C -1.892433 1.153612 4.871217  -0.145
N -1.786127 1.538479 1.174244  0.131
C -2.010625 5.305320 1.980931  -0.010
C -0.385836 0.694037 -4.360550  0.026
H -2.504530 2.579184 -0.536714  -0.006
H -3.884461 -4.355540 1.351386  0.000
C -2.013408 -3.716263 0.406314  -0.007
C 2.042291 -1.192746 -2.110090  0.070
H -0.584606 -2.160251 -2.576521  0.002
H -3.574669 0.357386 -0.739796  -0.028
H 0.631570 -1.726779 -6.488760  0.001
C -4.240099 -1.634216 -0.128887  0.117
H -1.117890 -5.033617 -1.110397  0.001
H -4.451935 -1.807640 -3.133290  0.000
O -0.958453 4.692682 -0.705600  0.000
C 0.261135 -0.585121 4.525940  0.142
C -1.205869 -2.942112 -3.015839  0.013
C 2.115836 -1.956875 0.159298  -0.018
H -0.953976 0.184748 -6.361730  0.000
H -3.215769 -2.032779 -4.363101  0.000
O 0.126431 -0.281118 2.236417  0.341
C -2.651478 -2.888605 -2.482925  -0.014
C -0.545299 3.662176 2.925530  0.014
H -0.368663 -5.086428 0.476360  0.000
H -3.620964 5.965114 3.232232  0.000
C 3.340815 1.109622 1.170590  0.008
C -4.478828 -0.246178 -0.751703  0.031
C -2.399711 4.498953 4.220928  -0.003
H -1.652739 0.761644 6.949294  0.004
H -3.491880 2.838518 3.504832  -0.005
N 0.345646 1.197011 -2.107265  0.123
H -3.725388 5.280467 5.557602  0.000
N -3.202046 4.440148 5.368023  0.000
H -5.240360 0.268010 -0.159836  0.000
C 1.284316 -0.707662 -3.301610  0.010
C -3.344297 -4.233433 -2.714808  0.000
H -4.185982 3.779818 1.283322  -0.002
H -5.050473 -0.848444 1.694819  0.001
H 3.852320 -3.085661 0.743268  0.002
H -5.605290 -2.600967 -1.537587  0.002
C -3.092409 -4.757265 0.720196  0.002
C -0.323187 -0.064943 -5.518115  -0.011
N 0.595611 3.024452 0.172194  0.002
Pd 0.002472 0.262200 -0.046715  1.304
H 1.994240 -2.305513 -4.523583  0.000
S 3.061382 3.623233 1.342051  0.005
H 3.788988 -1.643001 -3.280117  0.001
H -2.293162 5.930400 1.143509  0.002
C -3.376907 -1.813008 -3.305500  0.016
C 3.357512 -2.543767 -0.055755  0.023
N -1.595558 -1.035405 -0.610594  0.890
H 0.269988 -0.788586 6.637957  0.003
H -3.351168 -4.425834 -3.791393  0.000
C -5.427810 -2.539702 -0.465269  0.009
C -2.098768 1.611693 2.460575  -0.054
H -0.982526 3.049104 4.931598  -0.001
C -1.467307 0.927309 3.557672  0.168
C 3.315143 -1.738954 -2.309184  0.024
C -0.195254 -0.329073 5.776009  -0.067
H -3.282804 -0.883653 1.687147  0.002

Force components x, y, z for each atom (eV/Å):
0.068 -0.009 -0.048
-0.019 -0.008 0.013
0.011 -0.005 -0.020
-0.565 0.549 0.037
0.009 0.016 -0.008
-0.092 -0.085 0.171
-0.174 -0.449 0.236
-0.023 -0.012 0.009
-0.001 -0.002 -0.001
-0.037 0.017 -0.051
-0.103 -0.176 -0.016
-0.005 -0.005 -0.031
-0.072 0.019 0.077
0.015 -0.026 0.032
-0.011 0.011 0.019
0.001 0.084 -0.008
0.021 0.021 0.004
0.180 -0.155 -0.331
-0.087 -0.021 -0.011
0.051 0.010 0.002
-0.004 -0.004 -0.003
0.134 -0.417 -0.147
0.013 -0.012 -0.004
-0.032 0.381 0.299
-0.008 -0.002 0.003
-0.772 -0.926 -0.819
0.183 0.355 0.134
0.007 -0.007 0.008
0.003 -0.003 -0.004
0.005 0.020 0.021
0.031 0.040 -0.027
-0.045 -0.138 0.159
0.628 1.412 0.698
0.006 0.005 -0.004
-0.001 -0.001 0.003
-0.028 -0.088 -0.016
0.021 0.019 -0.016
0.001 0.003 0.002
0.183 0.084 0.220
0.046 0.083 0.042
-0.007 -0.020 0.026
0.060 0.006 -0.045
-0.004 0.002 0.000
0.012 0.029 0.001
-0.001 0.004 0.008
0.014 0.024 -0.019
-0.020 0.015 0.015
0.033 0.033 -0.039
-0.291 -0.597 0.086
-0.037 -0.144 -0.358
0.035 0.326 0.265
-0.005 0.003 0.014
-0.022 -0.001 0.015
0.005 -0.004 -0.010
-0.037 -0.006 -0.025
-0.070 -0.111 -0.050
-0.067 -0.029 -0.029
-0.012 -0.005 0.023
-0.001 -0.003 0.001
0.007 0.027 0.034
-0.001 0.008 -0.021
-0.008 0.010 0.018
0.004 0.086 0.133
0.023 -0.029 0.043
-0.006 0.011 0.059
0.054 -0.053 -0.019
0.002 0.003 0.000
-0.016 -0.014 0.000
-0.077 -0.117 0.027
0.022 0.069 -0.031
0.260 0.595 0.079
-0.005 -0.009 -0.009
-0.012 0.010 -0.004
0.069 -0.165 -0.160
0.028 0.002 0.006
0.860 0.748 0.125
-0.006 -0.015 0.012
-0.184 -0.205 -0.097
-0.009 0.200 0.314
-0.027 0.002 0.000
-0.178 -0.268 0.013
-0.019 -0.011 -0.009
0.046 0.080 0.019
0.021 -0.015 -0.006
0.025 -0.070 -0.020
-0.007 -0.016 0.002
-0.001 0.003 -0.003
0.006 -0.008 -0.011
0.028 -0.028 0.027
-0.005 -0.010 -0.011
0.097 0.234 -0.036
0.372 -0.776 -0.184
-0.008 -0.006 -0.001
0.013 0.019 0.043
0.010 0.001 0.003
0.002 -0.009 -0.008
0.010 0.021 0.000
0.002 -0.014 0.007
-0.115 0.007 -0.299
0.001 0.000 0.002
-0.004 0.003 0.001
-0.017 0.007 -0.002
-0.298 -0.540 0.022
0.163 0.606 -0.175
-0.265 -0.464 -0.310
-0.024 -0.044 -0.035
0.046 -0.008 -0.048
-0.002 0.038 0.007


[2]
Entry from the OMol25 dataset: a 10-piece molecular cluster, C40H40F5N5 overall at a distorted geometry (ωB97M-V/def2-TZVPD).

E_LUMO (eV): 0.158
SMILES: Fc1ccccc1.Fc1ccccc1.Fc1ccccc1.Fc1ccccc1.Fc1ccccc1.CC#N.CC#N.CC#N.CC#N.CC#N
Kohn-Sham gap (eV): 9.0615
Max |F| (eV Å⁻¹): 2.0
Calculated total energy (hartree): -2321.27943

Last column: Löwdin charge in e.
Geometry (Å):
F 11.003858 -18.183238 -6.944056  0.059
C 14.702265 -14.080070 -8.171771  -0.088
C 18.101123 -22.660333 -0.703296  -0.019
C 18.147107 -20.649244 -7.110100  -0.101
H 16.583668 -19.243946 -7.542154  0.082
H 18.068146 -20.500546 -6.037704  0.069
F 16.930541 -16.928939 -8.056061  0.047
H 14.096326 -19.606068 -7.885206  0.042
C 17.374469 -21.955845 -1.633113  -0.083
H 11.376275 -24.104582 -9.253994  0.062
C 13.542981 -16.048884 -8.928193  -0.082
C 13.464213 -20.396466 -7.492627  -0.063
H 12.407529 -17.587647 -13.056403  0.085
C 16.539936 -18.915143 -3.665605  -0.287
C 17.314341 -20.176840 -9.339532  -0.004
H 18.958753 -25.327083 -2.642314  0.116
H 16.245365 -22.381419 -6.996573  0.047
C 19.016031 -21.606700 -7.636462  -0.087
H 7.784391 -18.845451 -9.955882  0.106
C 8.098749 -18.385959 -9.028969  -0.086
C 15.584825 -23.244711 -11.551021  -0.091
C 16.479255 -23.218974 -13.772638  -0.083
N 13.359409 -19.216458 -10.529170  0.173
H 16.711549 -19.574324 -10.012440  0.112
N 14.433526 -21.102132 -5.204534  0.176
H 16.854799 -25.144304 -14.673122  0.117
C 16.046598 -25.277871 -12.702731  -0.291
C 18.609182 -23.889312 -1.060056  -0.296
H 12.421592 -20.110875 -7.425710  0.067
C 15.310377 -18.937271 -2.869776  -0.086
H 6.234367 -17.380302 -8.721307  0.105
H 15.987242 -21.461952 -12.650664  0.097
C 18.220942 -21.095198 -9.839365  -0.292
C 14.860353 -23.785375 -7.685897  -0.274
H 14.717562 -17.863148 -8.956026  0.063
H 14.711235 -13.030787 -7.913503  0.105
H 14.951156 -19.945937 -2.697326  0.059
C 13.551701 -14.682410 -8.649987  -0.094
N 13.788321 -23.977787 -7.998759  0.163
H 12.640554 -14.100346 -8.730696  0.101
H 13.532136 -21.213650 -8.215069  0.054
C 15.838311 -14.835519 -7.940770  -0.016
H 16.712038 -14.348662 -7.527096  0.120
F 16.088060 -26.619018 -12.701768  0.060
H 10.084379 -22.988316 -9.822487  0.080
H 11.073996 -17.539372 -11.867258  0.080
C 15.809110 -16.180811 -8.235886  -0.262
C 9.364293 -18.626873 -8.531654  -0.025
C 7.596380 -17.033520 -7.117303  -0.079
H 10.090623 -19.263313 -9.028542  0.111
H 19.756985 -22.512440 -9.471174  0.120
H 11.331658 -18.995357 -12.842068  0.090
H 14.530664 -18.406508 -3.419599  0.080
C 15.595613 -24.629673 -11.567373  -0.014
F 18.333023 -21.300208 -11.162766  0.058
H 16.631693 -21.861347 -3.632257  0.068
H 12.646842 -16.490232 -9.348979  0.091
N 17.510633 -18.883098 -4.269881  0.154
H 6.868041 -16.462947 -6.556817  0.107
C 11.118835 -23.306130 -9.939387  -0.088
C 13.994453 -20.864989 -6.228197  -0.261
H 17.656557 -24.041117 -4.274212  0.089
H 11.750289 -22.436343 -9.765016  0.060
C 11.322896 -23.757175 -11.290627  -0.298
H 18.291907 -22.334716 0.312371  0.121
C 17.208980 -22.441243 -2.922812  -0.091
H 15.221349 -22.732875 -10.669111  0.092
H 15.220651 -25.205703 -10.730184  0.111
H 16.946336 -20.993772 -1.379543  0.094
C 14.687956 -16.800417 -8.752176  -0.027
C 12.705086 -18.731499 -11.318967  -0.255
H 19.626262 -22.244687 -7.008760  0.108
C 16.215493 -23.423076 -7.310920  -0.046
C 16.479417 -24.600156 -13.818562  -0.017
H 9.202354 -16.734082 -5.712735  0.119
H 16.590631 -24.062013 -6.520057  0.078
C 7.219476 -17.589438 -8.324307  -0.101
F 19.289432 -24.585108 -0.136418  0.060
C 18.516037 -24.386819 -2.343032  -0.011
C 17.798396 -23.642974 -3.276774  -0.079
C 9.750894 -18.002784 -7.368480  -0.302
H 16.860871 -22.674964 -14.629087  0.106
C 17.262140 -19.976295 -7.953563  -0.090
C 8.893355 -17.204051 -6.638275  -0.005
C 11.827694 -18.160566 -12.342753  -0.045
H 16.838028 -23.460847 -8.208323  0.080
N 11.475277 -24.122646 -12.372727  0.128
H 15.487663 -18.388810 -1.944997  0.082
C 15.987529 -22.541579 -12.670979  -0.107
C 19.054848 -21.827861 -9.007537  -0.027

Force components x, y, z for each atom (eV/Å):
0.573 -0.080 0.309
-0.199 -0.132 0.229
0.084 -0.364 0.587
-0.457 -0.468 0.061
-0.013 0.008 0.037
0.168 0.101 -0.143
-0.388 0.362 0.020
-0.189 0.209 0.115
-0.168 0.501 -0.295
0.022 0.069 0.252
-0.179 0.557 -0.344
0.260 -0.803 -0.684
0.015 0.092 -0.087
-0.607 -0.190 0.387
-0.024 0.189 0.200
0.061 -0.030 0.268
-0.143 -0.075 0.215
-0.258 0.022 -0.285
0.032 -0.010 -0.052
-0.068 -0.282 -0.212
-0.332 -0.210 -0.024
-0.136 0.237 -0.428
0.976 -0.724 1.204
-0.045 -0.206 0.025
0.531 -0.496 1.086
-0.023 -0.032 -0.024
-0.065 0.167 0.283
0.388 -0.004 -0.468
-0.011 0.262 0.175
0.004 0.538 -0.312
-0.019 -0.134 0.036
-0.001 0.067 -0.051
0.133 -0.063 0.525
1.655 0.562 0.619
-0.021 0.108 -0.170
-0.033 0.064 -0.073
0.164 -0.127 0.068
-0.282 -0.121 0.165
-1.892 -0.458 -0.596
0.069 -0.053 -0.210
-0.034 0.007 0.012
0.285 0.271 0.085
0.138 -0.275 -0.068
-0.075 -0.353 -0.038
-0.074 -0.146 0.130
-0.014 0.127 -0.025
0.414 -0.166 -0.137
0.459 -0.135 -0.255
0.239 0.095 0.104
-0.150 0.047 -0.077
-0.109 -0.075 0.140
0.019 0.163 -0.105
0.046 -0.051 -0.006
-0.106 -0.176 0.066
-0.111 0.180 -0.118
0.017 -0.120 -0.092
0.046 -0.158 0.189
0.373 0.024 -0.251
0.143 0.126 0.059
-0.108 0.422 0.176
-0.508 0.793 -0.640
0.122 0.051 -0.005
0.129 -0.088 0.179
0.139 -0.438 -1.258
-0.184 0.197 -0.083
-0.015 0.133 0.003
-0.011 0.081 -0.003
0.114 -0.018 -0.002
0.036 -0.026 0.105
0.164 -0.293 0.307
-1.080 0.729 -1.288
0.092 0.292 0.166
0.078 0.240 -0.480
0.266 -0.109 0.088
0.125 -0.114 -0.065
0.106 -0.089 -0.009
-0.400 0.163 -0.103
0.155 -0.235 0.225
-0.316 0.055 -0.349
-0.182 -0.154 0.069
-0.521 0.285 0.076
-0.099 0.059 0.055
0.685 -0.164 -0.331
-0.370 0.047 0.137
0.039 -0.480 0.285
0.116 -0.265 0.171
-0.072 0.214 0.519
-0.040 -0.205 0.093
0.368 0.295 0.143
0.085 0.187 -0.201


Q: The lowest calculated total energy belongs to which entry?
A: C42H52N7O3PPdS2